94
Properties=species:S:1:pos:R:3:forces:R:3 method="wB97M-V/def2-TZVPD" gap_ha="0.2201 / 0.2200" charge=0 e_above_lowest_kj_mol=33.7 multiplicity=2 homo_energy_ev="-7.1 / -7.1"
Tc -0.25777 -0.64828 0.39220 -0.71 0.52 -1.20
C 0.36149 4.70704 0.76012 -0.04 -0.02 0.01
C -0.43820 3.45334 0.87659 0.16 0.03 0.17
C -1.77614 3.31375 1.13039 -0.17 0.03 -0.13
C -2.03810 1.93965 1.16440 0.18 -0.02 -0.06
N -0.89071 1.27295 0.89476 0.00 0.46 0.40
N 0.08523 2.22231 0.78196 0.01 -0.08 -0.34
B 1.56958 1.88561 0.59439 0.02 -0.10 0.06
N 2.01541 0.84115 1.63715 -0.04 0.11 -0.03
N 1.46090 -0.39191 1.59630 0.39 -0.37 0.30
C 2.23793 -1.19611 2.33531 -0.14 0.09 0.09
C 3.27004 -0.44445 2.90745 0.02 -0.03 -0.07
C 3.10732 0.83645 2.42189 -0.01 0.05 0.03
C 3.95430 2.04397 2.64380 -0.03 -0.02 -0.01
C 2.02894 -2.64595 2.44393 0.00 -0.06 0.06
C 2.22874 -3.29994 3.65491 -0.07 0.02 0.03
C 2.01981 -4.66747 3.75447 0.01 0.00 0.01
C 1.61731 -5.39665 2.64521 -0.01 -0.02 -0.03
C 1.44206 -4.75789 1.42499 0.01 0.02 0.07
C 1.65737 -3.39493 1.33254 0.10 0.01 -0.12
N 1.81490 1.27126 -0.79634 0.10 0.12 0.10
N 1.20977 0.10861 -1.12648 -0.15 0.02 0.21
C 1.59521 -0.18246 -2.37241 0.00 -0.13 -0.12
C 2.45766 0.81382 -2.84419 0.00 -0.01 0.04
C 2.57792 1.71578 -1.80910 -0.03 0.06 -0.01
C 3.38304 2.97042 -1.74120 -0.02 -0.03 0.01
C 1.19964 -1.38434 -3.12491 -0.01 0.01 -0.01
C 1.01062 -1.28729 -4.50304 -0.10 0.02 0.00
C 0.67494 -2.40446 -5.24919 0.00 0.00 0.01
C 0.51815 -3.63779 -4.63000 0.00 0.01 0.01
C 0.69912 -3.74334 -3.25964 -0.03 0.00 -0.01
C 1.04444 -2.62486 -2.51754 0.07 -0.04 0.02
C -3.32409 1.42890 1.69013 0.10 -0.04 0.19
C -3.88130 2.18235 2.73146 0.05 -0.03 0.14
C -5.02028 1.76725 3.39681 -0.01 0.03 -0.02
C -5.63086 0.57360 3.04244 -0.06 -0.03 -0.04
C -5.11226 -0.16132 1.99107 0.05 0.01 -0.04
C -3.98226 0.27159 1.31035 -0.02 -0.21 -0.13
H -0.29616 5.56141 0.90661 -0.01 0.01 -0.02
H 0.82171 4.79550 -0.22441 0.01 0.02 0.00
H 1.15381 4.74775 1.50688 0.00 0.01 0.00
H -2.48895 4.10881 1.25811 -0.04 -0.01 0.02
H 2.21441 2.87963 0.72501 0.03 -0.02 -0.05
H 4.05521 -0.80013 3.55137 0.02 -0.02 -0.01
H 4.72495 1.81480 3.37643 0.00 0.01 0.01
H 3.36372 2.88342 3.00876 -0.01 0.01 0.02
H 4.44186 2.35831 1.72062 0.01 0.01 -0.01
H 2.51783 -2.72988 4.52877 0.00 0.01 0.01
H 2.16298 -5.16367 4.70528 0.00 0.00 0.01
H 1.44535 -6.46132 2.72915 0.00 -0.01 0.01
H 1.13124 -5.31606 0.55194 0.02 -0.02 -0.01
H 1.56550 -2.90023 0.37329 -0.02 0.02 0.07
H 2.95233 0.84919 -3.79916 0.01 -0.01 -0.01
H 3.85571 3.14720 -2.70516 0.00 0.01 0.00
H 4.16421 2.90195 -0.98356 0.00 0.00 0.01
H 2.76369 3.83392 -1.49633 0.00 0.01 -0.01
H 1.08636 -0.32097 -4.98459 0.05 0.01 0.00
H 0.52609 -2.30997 -6.31673 -0.02 0.00 0.00
H 0.25756 -4.51047 -5.21366 -0.02 0.00 0.00
H 0.56719 -4.69599 -2.76331 0.02 -0.01 0.00
H 1.21122 -2.72504 -1.45550 0.00 0.02 0.00
H -3.38368 3.08373 3.06160 0.01 0.00 0.00
H -5.41639 2.36879 4.20480 0.01 -0.01 0.01
H -6.50489 0.22503 3.57756 -0.01 -0.01 0.00
H -5.57897 -1.08649 1.68265 -0.04 -0.06 0.00
H -3.64065 -0.29851 0.46338 0.16 -0.10 -0.07
Se -1.34071 -1.94832 1.99578 -0.35 -0.58 0.04
Se -2.99491 -3.39481 0.93413 0.29 0.57 0.68
Se -2.62171 -2.99744 -1.27669 -0.16 -0.16 -0.61
Se -1.65946 -0.93789 -1.53774 0.08 0.12 0.40
N -8.59751 3.86728 -0.07092 0.08 0.05 0.07
C -7.72307 3.02874 -0.73349 -0.05 0.00 -0.02
C -7.09810 3.44199 -1.91222 0.01 -0.01 -0.03
C -6.17627 2.62555 -2.53858 -0.07 -0.04 -0.01
C -5.86208 1.38682 -1.99360 0.03 0.03 0.03
C -6.51247 0.94749 -0.84795 0.00 0.06 -0.04
C -7.43420 1.76049 -0.22270 0.02 -0.05 0.04
S -4.64648 0.36035 -2.74202 0.08 -0.03 0.06
O -4.95928 -1.00158 -2.41338 0.05 -0.01 0.02
O -4.55240 0.76679 -4.11955 0.02 -0.01 -0.03
N -3.24443 0.69679 -1.94921 0.18 -0.07 -0.21
C -2.48073 1.77486 -2.33973 -0.30 0.01 0.23
S -3.01946 3.14240 -3.28580 0.00 -0.06 -0.03
C -1.50304 3.90459 -3.01983 0.03 0.00 0.00
C -0.70589 3.08845 -2.29886 -0.03 -0.10 -0.07
N -1.25553 1.89277 -1.91405 0.21 0.02 -0.11
H -8.99473 4.63254 -0.58607 -0.04 -0.03 -0.01
H -9.19599 3.46090 0.62596 -0.04 0.00 -0.05
H -7.34614 4.40604 -2.33928 0.01 0.02 0.00
H -5.71847 2.93155 -3.46758 -0.03 0.01 0.00
H -6.30496 -0.04208 -0.47266 0.02 -0.04 0.05
H -7.93845 1.41692 0.67198 0.00 -0.01 0.03
H -1.28248 4.87560 -3.42744 0.02 0.03 -0.03
H 0.31262 3.30683 -2.02205 0.10 0.00 0.01